Entry 1:
C4H7ClN2S | ωB97M-V/def2-TZVPD

Results
HOMO-LUMO gap (eV): 9.07
Relative energy (zero: lowest compared OMol25 entry of this formula, charge and spin) (kJ/mol): 39.0
Structure (SMILES): [H]/N=C1/NSCC[C@@H]1Cl
Electronic energy (eV): -30598.884

```
! RIJCOSX wB97M-V def2-TZVPD def2/J DEFGRID3
* xyz 0 1
Cl -1.57 -1.20 -1.27
S 1.70 0.13 -1.26
N -1.44 2.16 -0.43
N 0.76 1.38 -0.50
C 1.41 -1.15 -0.04
C 0.16 -0.88 0.83
C -0.67 1.16 -0.34
C -0.98 -0.26 0.10
H 1.04 2.33 -0.74
H 1.28 -2.12 -0.52
H -0.21 -1.85 1.21
H 0.41 -0.18 1.64
H -2.40 1.94 -0.19
H -1.76 -0.14 0.87
H 2.26 -1.31 0.65
*
```

Entry 2:
C5H8O2 | ωB97M-V/def2-TZVPD

Results
HOMO-LUMO gap (eV): 10.42
Relative energy (zero: lowest compared OMol25 entry of this formula, charge and spin) (kJ/mol): 111.6
Structure (SMILES): C[C@@]1(O)CCC1=O
Electronic energy (eV): -9408.675

```
! RIJCOSX wB97M-V def2-TZVPD def2/J DEFGRID3
* xyz 0 1
O -0.61 1.65 -0.11
O 0.65 -0.71 -2.12
C -1.79 -0.45 -0.10
C 0.67 -0.23 -1.02
C -0.44 0.24 -0.05
C 1.74 -0.07 0.06
C 0.57 -0.13 1.07
H -0.12 2.02 -0.85
H -2.46 0.03 0.61
H -1.70 -1.51 0.15
H 0.59 0.57 1.91
H 2.19 0.92 0.01
H 2.53 -0.83 0.11
H 0.40 -1.15 1.43
H -2.22 -0.36 -1.10
*
```

Entry 3:
C3H9N2S | ωB97M-V/def2-TZVPD

Results
HOMO-LUMO gap (eV): 9.64
Relative energy (zero: lowest compared OMol25 entry of this formula, charge and spin) (kJ/mol): 103.4
Structure (SMILES): C[C@@H]([NH3+])C(N)=S
Electronic energy (eV): -17065.095

```
! RIJCOSX wB97M-V def2-TZVPD def2/J DEFGRID3
* xyz 1 1
S -1.08 -2.46 0.32
N -2.01 -0.44 -1.08
N 1.35 -1.13 0.29
C -0.99 -0.98 -0.47
C 0.21 -0.08 -0.34
C 0.11 1.18 0.44
H -2.04 0.54 -1.44
H -0.88 1.66 0.19
H 0.92 1.89 0.41
H -2.93 -0.93 -1.20
H 0.75 -2.07 0.41
H -0.28 1.08 1.53
H 1.71 -0.92 1.22
H 2.20 -1.24 -0.37
H 0.43 0.08 -1.47
*
```

Entry 4:
H33O17 | ωB97M-V/def2-TZVPD

Results
HOMO-LUMO gap (eV): 8.40
Relative energy (zero: lowest compared OMol25 entry of this formula, charge and spin) (kJ/mol): 727.8
Electronic energy (eV): -35339.894

```
! RIJCOSX wB97M-V def2-TZVPD def2/J DEFGRID3
* xyz -1 1
O 0.96 0.11 -3.48
O 0.33 2.22 -2.28
O 3.70 -1.17 -4.45
O -3.06 1.60 1.97
O -2.01 2.91 -2.87
O 3.23 1.63 1.25
O -0.88 -1.59 1.33
O -1.76 -2.02 -1.65
O -1.72 0.24 -3.18
O 1.48 3.99 -0.80
O 2.55 -4.74 -1.13
O -1.50 4.01 2.38
O -0.08 1.37 2.88
O -3.85 -0.86 3.26
O 0.67 -3.17 4.82
O 0.85 -3.11 0.05
O 1.96 -2.85 2.38
H -1.06 2.50 -3.10
H 3.05 -1.00 -5.37
H -1.99 4.73 1.92
H -3.46 -0.25 3.99
H 1.51 -2.05 2.45
H -1.26 -2.50 1.57
H 1.28 -2.71 5.37
H 1.06 -0.50 -2.82
H -0.52 1.08 2.07
H 0.08 -2.72 -0.22
H -1.87 3.79 -2.36
H -3.25 1.68 2.79
H -0.82 0.26 -3.48
H 2.30 -4.54 -1.99
H -1.34 -1.01 2.03
H 0.84 3.23 -0.70
H 2.49 2.02 0.93
H 0.37 2.19 2.92
H 1.61 -3.08 1.39
H -3.74 -0.48 2.46
H 0.87 -3.28 3.74
H 2.96 -0.95 -3.83
H -0.19 1.92 -1.50
H -0.64 3.82 2.05
H -2.11 -0.99 -1.63
H -2.03 0.95 -2.78
H 0.72 1.21 -2.94
H -1.94 -1.82 -2.57
H -3.52 2.40 1.83
H 3.36 -5.03 -0.82
H 1.55 4.28 -1.69
H 0.93 -3.73 -0.71
H 3.87 2.00 0.52
*
```

Entry 5:
C8H20BBr4N3O8 | ωB97M-V/def2-TZVPD

Results
HOMO-LUMO gap (eV): 6.10
Electronic energy (eV): -310304.211

```
! RIJCOSX wB97M-V def2-TZVPD def2/J DEFGRID3
* xyz 2 1
Br -9.13 5.26 -21.28
Br -22.38 8.56 -21.09
Br -22.65 7.90 -25.77
Br -11.19 9.32 -20.01
O -18.15 -1.48 -16.16
O -16.61 2.64 -15.92
O -17.68 4.90 -18.35
O -17.53 0.61 -16.92
O -15.32 4.39 -16.55
O -18.37 2.86 -17.48
O -18.64 1.77 -15.18
O -19.17 0.14 -13.72
N -14.18 5.05 -11.66
N -21.26 3.17 -11.34
N -16.12 9.99 -17.17
C -10.38 6.52 -20.26
C -23.01 8.39 -23.87
C -16.35 3.73 -16.69
C -18.65 0.53 -14.82
C -10.12 7.87 -20.85
C -17.52 3.91 -17.63
C -18.06 -0.27 -16.03
C -22.08 7.69 -22.82
B -17.81 1.98 -16.41
H -10.12 6.39 -19.21
H -10.26 7.90 -21.93
H -13.68 4.43 -12.28
H -15.47 10.67 -17.55
H -15.12 4.70 -11.51
H -20.67 3.99 -11.44
H -21.05 2.54 -12.10
H -22.89 9.45 -23.66
H -17.01 10.00 -17.65
H -11.40 6.17 -20.44
H -16.17 10.05 -16.16
H -20.87 2.86 -10.47
H -24.06 8.22 -23.65
H -14.27 6.00 -11.97
H -15.84 9.05 -17.40
H -22.31 6.63 -22.71
H -13.81 5.04 -10.72
H -22.25 3.38 -11.31
H -21.06 7.68 -23.18
H -9.06 8.07 -20.66
*
```

Entry 6:
C4H6N2O2 | ωB97M-V/def2-TZVPD

Results
HOMO-LUMO gap (eV): 10.81
Relative energy (zero: lowest compared OMol25 entry of this formula, charge and spin) (kJ/mol): 408.0
Structure (SMILES): [H]/N=C\N1C[C@H]1C(=O)O
Electronic energy (eV): -11316.813

```
! RIJCOSX wB97M-V def2-TZVPD def2/J DEFGRID3
* xyz 0 1
O 2.92 -1.01 -0.39
O 1.93 0.21 1.25
N -0.69 -0.03 0.46
N -2.80 -1.03 0.44
C 0.38 -0.06 -0.48
C -1.90 -0.36 -0.06
C -0.21 1.24 -0.12
C 1.73 -0.43 0.25
H 0.00 -0.61 -1.34
H 0.38 2.14 0.29
H -2.10 0.20 -0.94
H -2.60 -1.28 1.37
H -0.85 1.67 -0.99
H 3.81 -0.66 0.25
*
```

Entry 7:
C14H28N6O5 | ωB97M-V/def2-TZVPD

Results
HOMO-LUMO gap (eV): 6.76
Relative energy (zero: lowest compared OMol25 entry of this formula, charge and spin) (kJ/mol): 1255.7
Electronic energy (eV): -34139.466

```
! RIJCOSX wB97M-V def2-TZVPD def2/J DEFGRID3
* xyz 0 1
O 3.50 -0.21 3.08
O 3.47 0.98 -0.98
O 3.60 -1.22 -2.15
O 2.70 -2.33 2.29
O -3.13 -2.95 -0.96
N -1.81 3.41 1.64
N -1.96 1.02 2.09
N 1.08 2.74 -2.20
N 0.29 2.11 1.69
N 1.46 0.18 -2.24
N -0.40 0.91 -1.00
C 1.87 -2.31 1.07
C -4.09 -0.61 -0.28
C 0.74 1.47 -1.82
C 3.72 -1.26 2.26
C -1.19 2.04 1.28
C 2.88 0.01 -1.73
C 5.06 -1.22 1.33
C -0.59 -1.38 0.23
C -2.07 -0.86 -2.15
C -3.37 -1.55 -1.43
C -0.81 -0.53 -1.17
C 0.53 -1.04 -2.04
C 0.79 -1.04 1.04
C -1.38 1.87 -0.37
H -5.16 -1.10 -0.09
H -2.99 1.25 2.03
H -3.22 -2.94 0.05
H 0.54 -0.82 2.17
H -2.44 0.17 -2.62
H -2.50 1.66 -0.63
H 1.92 3.19 -1.75
H -1.50 -1.33 0.97
H 1.40 -0.13 0.64
H 0.59 3.25 -2.98
H -1.15 2.96 -0.81
H 1.35 -3.35 0.93
H 0.75 2.98 1.32
H 1.09 -1.98 -1.59
H -1.80 -1.54 -3.09
H -1.15 4.19 1.39
H 2.63 -2.12 0.16
H 0.27 2.15 2.74
H -1.71 1.06 3.10
H 5.13 -0.12 0.89
H -1.82 3.39 2.70
H -3.55 -0.61 0.76
H 6.07 -1.38 1.95
H 5.07 -2.02 0.47
H -4.34 0.49 -0.67
H -4.20 -1.67 -2.29
H 0.37 -1.36 -3.15
H -0.52 -2.52 -0.10
*
```

Entry 8:
C5H10N2O | ωB97M-V/def2-TZVPD

Results
HOMO-LUMO gap (spin up / spin down) (eV): 7.09 / 9.05
Relative energy (zero: lowest compared OMol25 entry of this formula, charge and spin) (kJ/mol): 492.8
Electronic energy (eV): -10370.197

```
! RIJCOSX wB97M-V def2-TZVPD def2/J DEFGRID3
* xyz 0 1
O -1.70 0.57 0.77
N 1.08 0.05 -1.73
N 0.83 -0.27 1.82
C 0.40 1.85 -0.37
C -1.20 -1.52 -0.37
C -1.09 0.00 -0.36
C 0.50 0.41 -0.55
C 1.34 0.16 0.74
H 1.22 2.44 -0.76
H 1.54 -0.53 2.50
H -1.60 0.40 -1.25
H -2.25 -1.80 -0.32
H -0.35 2.44 0.14
H -0.70 -1.95 0.49
H -0.77 -1.92 -1.28
H 2.40 0.33 0.57
H -1.31 0.13 1.55
H 1.65 -0.79 -1.59
*
```

Entry 9:
CH5NOSi | ωB97M-V/def2-TZVPD

Results
HOMO-LUMO gap (eV): 11.74
Relative energy (zero: lowest compared OMol25 entry of this formula, charge and spin) (kJ/mol): 41.8
Structure (SMILES): [SiH4].N=C=O
Electronic energy (eV): -12532.099

```
! RIJCOSX wB97M-V def2-TZVPD def2/J DEFGRID3
* xyz 0 1
Si -0.80 -0.41 0.72
O 4.18 0.10 -0.62
N 2.55 0.96 -2.06
C 3.29 0.50 -1.24
H 1.71 1.58 -1.95
H -0.39 -1.38 1.77
H -0.81 -1.09 -0.63
H -2.19 0.15 0.91
H 0.35 0.54 0.65
*
```

Entry 10:
C2HCl2NS | ωB97M-V/def2-TZVPD

Results
HOMO-LUMO gap (eV): 8.10
Relative energy (zero: lowest compared OMol25 entry of this formula, charge and spin) (kJ/mol): 63.0
Structure (SMILES): N#CC(=S)Cl.Cl
Electronic energy (eV): -39458.799

```
! RIJCOSX wB97M-V def2-TZVPD def2/J DEFGRID3
* xyz 0 1
Cl -1.78 -1.56 -1.15
Cl 2.99 0.59 0.34
S -0.78 -0.95 1.54
N -1.38 1.99 -0.14
C -1.17 0.87 -0.29
C -1.18 -0.52 0.01
H 3.29 -0.42 -0.30
*
```

Entry 11:
C28H25N9O2S5Ti | ωB97M-V/def2-TZVPD

Results
HOMO-LUMO gap (eV): 6.92
Relative energy (zero: lowest compared OMol25 entry of this formula, charge and spin) (kJ/mol): 0.0
Electronic energy (eV): -124228.313

```
! RIJCOSX wB97M-V def2-TZVPD def2/J DEFGRID3
* xyz 2 1
Ti -0.08 -0.44 0.28
S -2.26 0.52 -0.77
S -2.80 -1.42 2.54
S -5.16 0.08 -0.41
S 0.57 -0.77 2.49
S -0.36 -3.24 -0.17
O -0.84 -3.80 -1.39
O 0.90 -2.46 -0.25
N -0.25 1.65 0.74
N 5.05 3.99 0.09
N 2.03 0.05 0.27
N -3.63 -1.80 -1.16
N 0.57 -0.35 -1.86
N -1.33 -2.08 0.44
N 2.77 0.12 3.65
N 2.76 3.60 -0.38
N 2.76 0.29 1.38
C -1.76 -4.48 3.22
C -4.90 -2.50 -0.94
C 4.95 5.18 -0.47
C -0.29 -6.28 2.52
C -1.87 -2.44 1.67
C -1.28 3.38 2.01
C -1.19 -5.73 3.43
C 3.95 3.25 0.11
C 2.65 0.09 -0.85
C -0.93 4.31 1.04
C -0.49 -4.34 1.19
C 0.07 -5.59 1.37
C -0.23 3.90 -0.08
C 2.17 -0.05 2.48
C 0.14 4.87 -1.15
C 0.38 -0.94 -4.17
C -5.97 -1.43 -1.02
C 2.51 -0.37 -3.28
C 2.66 4.81 -0.94
C -1.40 -3.78 2.08
C 3.77 5.64 -1.02
C 1.37 5.26 -1.49
C 1.74 -0.75 -4.36
C -0.16 -0.73 -2.92
C 0.08 2.55 -0.19
C 1.90 -0.20 -2.05
C -3.61 -0.53 -0.81
C -0.92 2.07 1.84
H -1.23 -0.84 -2.76
H 5.85 5.79 -0.49
H -6.30 -1.25 -2.05
H -4.87 -2.96 0.06
H -1.82 3.67 2.90
H 2.33 -0.16 4.51
H 4.02 2.27 0.55
H 3.70 6.62 -1.48
H 0.62 2.20 -1.05
H 0.13 -7.26 2.71
H 3.72 0.46 3.68
H 1.45 6.04 -2.23
H -5.03 -3.28 -1.69
H 0.77 -6.01 0.65
H 3.72 0.28 -0.88
H 3.58 -0.23 -3.37
H -1.46 -6.30 4.31
H -0.70 5.35 -1.64
H -2.46 -4.05 3.92
H -0.26 -1.25 -4.98
H 2.19 -0.90 -5.33
H -2.78 -2.30 -1.36
H -1.17 1.31 2.57
H -1.20 5.35 1.16
H -6.83 -1.66 -0.40
*
```

Entry 12:
CH5NS | ωB97M-V/def2-TZVPD

Results
HOMO-LUMO gap (spin up / spin down) (eV): 5.65 / 5.53
Relative energy (zero: lowest compared OMol25 entry of this formula, charge and spin) (kJ/mol): 452.5
Electronic energy (eV): -13438.004

```
! RIJCOSX wB97M-V def2-TZVPD def2/J DEFGRID3
* xyz 0 1
S 0.10 -0.26 1.64
N 0.76 -1.84 -1.12
C -0.28 1.27 0.68
H 0.08 -2.65 -1.14
H -1.02 1.12 -0.19
H 0.23 -1.05 -1.64
H -0.57 2.03 1.56
H 0.70 1.39 0.21
*
```